223
Properties=species:S:1:pos:R:3:forces:R:3:mulliken_charge:R:1 method="wB97M-V/def2-TZVPD" largest_force_ev_per_a=6.7 e_homo_ha="-0.0319 / -0.0319" homo_lumo_gap_ha="0.08827 / 0.08238" charge=-2 multiplicity=7 relative_energy_kj_mol=521.99
C -5.3648 3.0551 9.0452 -1.31 -1.27 -1.31 -0.66
H -3.7693 -6.7331 2.9967 -0.35 0.24 -0.38 0.34
C 5.9646 8.8737 3.6485 0.33 -1.69 0.55 -1.05
C -11.0351 4.8739 -2.1669 1.49 0.18 -0.21 -1.78
H -8.0984 3.4423 -6.5685 -0.29 -0.27 0.06 0.36
C -4.3846 4.1791 6.9676 0.31 -0.28 -0.18 2.16
H 4.3999 -4.3086 9.9099 0.37 -0.33 0.13 0.43
H 5.5006 8.0152 5.5183 -0.49 0.16 0.17 0.46
H 0.2306 -0.9553 -0.1902 0.11 -0.31 -0.47 0.27
H -1.2399 -0.2211 0.1548 -0.67 0.18 -0.23 0.36
H -3.5439 -0.3532 -4.0151 0.05 0.00 0.21 0.31
C 11.0361 1.2831 -4.8301 -1.06 1.50 0.36 -1.52
C 2.3050 -11.6132 -4.1834 -2.48 0.15 1.10 -1.24
H 3.4813 7.7957 4.2199 -0.14 0.39 -0.45 0.39
H -1.1847 1.2344 -3.1347 0.42 -0.55 1.06 0.34
H -1.1865 -1.9819 -0.0209 -0.18 -0.14 -0.32 0.32
H 2.8352 6.2196 1.0208 0.04 -0.65 -0.16 0.45
H 4.5000 -5.6625 8.6533 -1.50 -0.28 0.93 0.37
H 2.6343 -4.2243 6.0952 0.15 0.20 -0.37 0.44
C 3.2363 -4.7882 6.8078 -1.56 1.27 -0.81 -1.79
P 1.0963 5.4996 -7.1501 -1.06 -0.90 -0.10 0.91
H 6.3406 6.8870 4.6534 0.36 -0.07 -0.85 0.36
H -10.4011 5.7466 -2.3240 0.13 0.11 0.23 0.47
H 0.8190 -10.1453 0.3752 -0.59 0.10 -0.28 0.38
C 7.3967 7.8650 1.8811 0.14 -2.19 -0.33 -1.80
C 2.3700 -10.0555 -4.1619 -0.58 -2.24 1.07 1.62
C 1.1058 -11.5653 -1.8423 -0.28 -1.03 -2.47 -1.22
C 4.4924 -4.5926 8.8616 2.10 -0.40 -0.53 -1.17
O 2.5523 5.1950 -7.5767 0.68 -1.60 -0.86 -0.39
H 1.5726 0.2597 -9.7986 0.15 -0.22 -0.22 0.33
H -4.2922 -8.2606 4.9222 0.55 0.30 -0.41 0.29
C 2.8405 6.3019 2.1076 1.15 1.15 -1.82 -1.65
Cl 2.2786 -1.9960 -10.4445 -0.44 1.43 0.00 -0.13
H 10.7093 0.6784 -5.6761 0.06 -0.14 0.29 0.30
C -11.0743 5.0918 -6.4378 0.18 -0.55 0.64 -1.26
C -10.5690 2.6073 -6.4162 -0.65 -0.06 0.57 -1.43
H 10.3398 3.2263 -2.8858 -0.36 0.14 -0.06 0.39
H 7.4122 -0.8410 -6.5299 -0.31 0.13 0.45 0.42
H 4.7287 4.6933 3.0837 -0.06 0.19 0.08 0.44
H 8.2886 8.4850 1.7905 -0.53 0.66 0.23 0.39
N 8.6261 1.3269 -3.9888 -0.63 3.28 -1.28 0.39
H -7.2476 3.0317 8.0372 -0.15 -0.06 -0.22 0.34
H -3.7829 5.7747 5.6302 -0.04 -0.26 -0.25 0.38
H -2.7565 1.6768 -3.2262 -0.22 0.51 -0.23 0.34
H -1.7183 1.3683 -4.5567 -0.73 0.75 -0.75 0.34
H 2.0761 -4.9381 9.4826 0.06 -0.18 -0.41 0.38
C 6.0272 8.5285 2.1003 2.79 3.08 2.46 1.66
H -7.7034 -7.2956 -2.8417 0.25 0.38 -0.12 0.32
H -8.9190 -6.5187 -5.4830 -0.51 0.30 0.08 0.32
H 6.1072 9.8499 0.3946 0.37 -0.38 -0.23 0.42
H -4.2354 -5.8910 4.4608 0.07 0.07 -0.09 0.27
H -5.2101 -0.0703 7.3435 -0.31 0.16 0.16 0.34
H 2.5453 5.3559 2.5615 0.14 0.30 0.14 0.36
C 7.9542 0.0850 -4.5449 -0.98 -0.64 -1.33 1.32
H 6.6890 -4.8965 8.9464 -0.23 -0.33 0.16 0.40
H 0.1421 -11.8944 -1.4535 0.08 0.14 0.69 0.36
Cl -3.3162 8.5641 -3.6254 -0.38 0.11 -0.03 -0.11
H -9.8699 1.7718 -6.3807 0.59 0.51 0.34 0.38
H -2.6358 -2.0227 -2.2967 -0.29 -0.05 0.15 0.42
C 5.5999 7.6698 4.4893 -1.00 -0.21 0.17 -0.74
H 4.8598 -1.7824 5.3328 0.56 0.19 -0.40 0.42
H -5.8541 -7.6594 5.0549 -0.24 0.43 -0.25 0.30
Cl 3.0525 0.6085 -11.6913 -0.49 -0.49 1.00 -0.13
C 5.1795 5.4536 2.4458 0.32 -0.42 -1.42 -1.67
H -11.8813 5.2001 -1.5621 -0.53 -0.10 -0.71 0.35
H 2.1612 -11.9336 -5.2153 0.25 -0.12 -0.18 0.43
C 5.4993 -2.4631 5.8949 -0.92 0.48 1.26 -1.45
C 5.2104 -2.1460 7.4026 1.64 -0.84 0.14 1.16
H 6.6966 -0.5942 7.7432 -0.04 0.00 -0.44 0.34
C 3.7252 -9.8236 -4.8650 -0.19 1.25 0.73 -1.90
C 1.2591 -10.0507 -1.7901 -1.23 -0.54 -0.38 1.49
H 4.1504 -5.0907 6.2970 0.07 0.22 0.39 0.32
H -5.8607 3.1895 10.0065 0.16 0.37 0.19 0.35
C 10.3833 2.2115 -2.4903 0.14 1.79 -0.84 -1.73
N 3.8135 -2.4770 7.8126 -3.18 2.95 -2.44 0.41
H -10.8161 2.7352 -7.4701 -0.11 0.08 0.01 0.37
H 5.2727 10.4638 1.6855 0.31 0.57 0.58 0.45
H -7.5491 0.8484 6.3859 0.04 -0.22 -0.03 0.37
H 5.2084 -3.4679 5.5886 0.20 0.02 0.25 0.25
C 10.0885 1.2046 -3.5855 -0.07 -0.20 -0.17 1.49
H 9.1091 -0.6607 -6.4397 0.36 -0.19 0.79 0.33
H 1.2045 -13.2141 -3.2537 -0.52 -0.25 -0.14 0.39
C -4.8077 0.7928 6.8132 -0.13 1.75 -0.64 -1.59
H -0.0488 -8.3970 -1.7503 -0.09 0.21 -0.13 0.37
H 2.2825 -3.2703 9.8756 0.17 0.27 -0.23 0.43
O -0.9950 -0.8948 -1.8179 0.67 0.35 -1.03 -0.31
H -5.4728 5.8259 6.0855 -0.16 -0.46 -0.15 0.50
C 6.2606 -2.9888 8.2262 -0.64 0.50 0.22 -1.15
H -6.5934 1.4285 8.5256 -0.68 -0.16 -0.03 0.50
H 5.3445 -0.5172 8.8089 -0.21 0.01 0.03 0.45
H -12.9647 5.9698 -6.0507 -0.38 -0.21 -0.46 0.36
H -11.4584 2.2793 -2.7345 0.13 -0.26 -0.47 0.40
C -7.8379 -7.3923 -3.9190 0.15 0.25 0.51 -0.42
H 2.4584 -10.2561 0.0141 0.43 0.03 -0.25 0.44
C -4.4764 5.5704 6.4459 0.37 2.01 -1.43 -2.09
H -4.5446 2.3525 9.1923 0.33 0.20 0.03 0.30
C 8.1821 -0.2139 -6.0804 0.37 1.45 -0.25 -1.78
O 1.4600 5.4977 -5.6613 -0.33 -0.21 0.72 -0.44
C 5.9417 -4.4246 8.3086 -1.06 0.08 0.29 -0.84
H 4.5592 -10.0119 -4.1889 -0.04 0.17 0.09 0.45
O 1.0906 7.0387 -7.2888 -1.41 1.27 -0.20 -0.40
H -12.5244 2.6057 -4.1776 0.02 -0.48 0.15 0.33
H 9.9336 -0.1004 -1.8856 0.17 0.17 0.24 0.38
H 6.2421 5.5011 2.6839 -0.15 0.64 0.51 0.29
O -4.5926 3.1486 4.7029 -0.59 0.02 2.56 -0.88
H 7.9066 -1.1453 -2.8041 -0.44 -0.33 0.04 0.39
H 7.6243 7.1492 2.6711 -0.02 -0.01 0.19 0.30
H 5.1051 0.0457 7.1550 0.16 -0.02 -0.04 0.35
C -5.7732 2.0746 6.6922 0.05 0.25 -0.30 1.54
C 1.0390 -12.1411 -3.3509 2.63 0.80 1.37 -0.81
C 5.6120 -0.6995 7.7681 -0.94 -0.19 -0.04 -1.58
C 8.3322 -1.1968 -3.8062 1.52 0.54 1.21 -1.13
H 7.4272 7.2570 0.9769 -0.35 0.05 -0.25 0.38
C -10.1304 3.9945 -5.8465 0.96 -0.29 -1.14 1.54
H 7.2868 -2.9096 7.8675 -0.10 0.72 -0.36 0.48
H 6.1957 0.2283 -3.2892 -0.13 0.46 -0.14 0.40
C -12.2765 5.2533 -4.2572 1.40 0.26 -0.52 -1.08
H 9.6527 2.1455 -1.6841 0.16 -0.15 -0.02 0.43
N 2.2618 -9.6259 -2.7258 2.76 1.41 -0.49 0.36
H 10.0834 -2.3011 -3.2247 0.19 0.24 0.59 0.40
H -4.2786 6.3644 7.1660 0.37 -0.21 0.60 0.39
O -0.0898 4.6772 -7.6358 1.98 1.28 0.51 -0.68
H -6.6329 1.2376 4.8802 0.24 -0.44 0.12 0.37
O 4.8058 7.6711 0.2713 -0.11 0.72 4.71 -0.47
H -8.8560 4.7249 -7.4919 -0.38 -0.21 -0.08 0.37
H 1.6181 -9.5094 -6.1251 0.22 -0.08 -0.19 0.47
H 3.2267 -12.0298 -3.7772 -0.06 -0.09 0.11 0.43
C 3.3770 -3.8877 8.0760 1.52 -1.40 0.32 1.67
H 0.9222 -8.5869 -4.8420 0.22 0.21 0.23 0.43
Cl -1.9711 10.3796 -1.7786 0.03 -0.21 -0.31 -0.12
C -12.4070 5.0842 -5.7460 -0.33 0.60 -0.11 -0.66
H 5.9506 0.8949 -4.9921 0.26 0.77 0.55 0.40
C -11.3000 4.2552 -3.5706 -1.83 0.66 2.25 1.50
H -2.6233 3.1953 6.2636 0.29 0.18 -0.07 0.46
C -12.0901 2.9972 -3.2577 0.19 -0.94 -0.36 -1.74
H 0.0649 -11.9241 -3.7893 0.19 0.05 -0.18 0.35
H -10.5046 4.1914 -1.5029 0.26 -0.15 -0.26 0.40
C 2.1815 -3.9517 9.0308 -0.57 0.54 -0.85 -1.75
H -1.8803 -2.0791 -4.9006 -0.30 -0.08 0.12 0.38
C -0.8281 -1.0397 -0.4356 0.76 0.23 1.37 -0.84
H 1.9276 -12.0378 -1.3043 0.03 -0.16 -0.07 0.44
C 6.4450 0.1672 -4.3486 -0.64 0.23 -0.66 -1.64
C -6.3592 2.4029 8.0970 0.70 -1.04 0.09 -1.37
Cl -2.2828 11.1890 -4.5713 0.11 -1.00 0.59 -0.14
Cl -5.8308 -5.4415 2.8351 0.34 -0.94 0.20 -0.18
H -0.8208 -9.9013 -1.3125 -0.38 -0.07 -0.22 0.43
H -10.6128 6.0786 -6.4014 0.15 0.11 0.62 0.42
C 6.1816 9.8979 1.4810 -1.31 0.45 -1.87 -1.87
C -8.7749 4.2937 -6.4941 1.28 0.19 0.49 -1.77
C -2.3048 -0.9852 -2.2507 -0.60 0.61 -1.73 -0.66
O 2.8132 -1.5650 7.2073 4.00 -3.96 2.50 -0.47
H 4.1031 6.3497 4.7719 -0.58 -1.27 -1.14 0.41
C -9.0249 -6.5870 -4.4003 0.19 -0.17 0.19 -0.45
H -3.8826 1.1318 7.2794 0.12 -0.26 0.07 0.37
H -12.9977 4.1869 -5.9308 0.03 -0.05 -0.41 0.32
H 10.9311 2.3251 -5.1324 0.23 0.09 -0.42 0.41
H -11.4382 2.2066 -5.8945 -0.25 0.22 -0.15 0.25
H 5.9929 -4.9179 7.3380 0.09 0.00 -0.10 0.33
H -8.0164 -8.4605 -4.0421 0.43 0.03 -0.77 0.30
H 1.7314 -8.6791 -0.0867 -0.20 0.03 -0.35 0.34
O 8.1329 2.6887 -4.3371 2.15 -6.18 1.26 -0.45
H 10.2599 -1.2984 -4.6032 0.31 -0.14 -0.22 0.30
N -10.0305 4.0504 -4.3260 1.64 -3.77 0.80 0.28
H -0.5821 -1.0448 -4.6282 0.05 0.52 -0.01 0.40
H 2.0970 7.0923 2.2110 0.10 0.05 0.85 0.39
H 11.4585 -0.1888 -2.8248 0.01 0.15 0.37 0.50
H -11.1620 4.9522 -7.5153 -0.06 -0.51 0.01 0.50
H -5.8589 4.9799 8.3766 0.16 0.27 -0.11 0.44
H -0.5042 -9.4585 -3.0522 0.01 -0.42 0.03 0.30
C 1.5592 -9.7320 -0.3099 1.21 -0.05 0.12 -1.74
H 7.1367 10.3771 1.6963 -0.41 0.09 0.49 0.40
C -5.0732 -7.8102 4.3096 -0.27 1.38 1.23 -0.42
H -7.6661 2.3817 5.5114 0.04 0.50 0.62 0.43
Cl -9.0484 -4.9865 -3.6402 0.23 0.66 -0.14 -0.18
C -6.9789 1.6047 5.8464 0.46 0.29 -0.74 -1.84
H 1.2857 -3.6923 8.4666 -0.22 -0.01 0.28 0.39
H -4.5862 0.4977 5.7875 0.19 0.00 0.03 0.37
Cl 0.3450 -0.2219 -11.7668 -0.62 -0.14 0.18 -0.10
C 9.8377 -1.3071 -3.5984 -0.30 -0.31 -1.61 -0.75
H 5.9504 -0.7226 -4.7383 0.45 -0.57 0.25 0.41
H 6.9342 9.1391 4.0698 0.30 0.66 -0.81 0.32
H 8.1828 0.7470 -6.5950 -0.36 0.12 -0.15 0.45
H 0.3550 -10.1815 -5.1694 0.09 -0.43 0.42 0.33
C -1.6467 -1.0152 -4.8604 -0.20 -1.05 0.77 -1.45
H 3.8311 -10.4761 -5.7317 -0.24 -0.19 0.00 0.40
C -4.9939 4.3180 8.3366 0.79 -0.56 2.22 -1.55
C -2.0625 9.7700 -3.4408 0.21 0.49 -0.36 0.06
H -11.8427 6.2364 -4.0741 -0.19 0.31 0.03 0.40
H -2.9179 -0.3755 -1.5870 -0.56 -0.17 0.10 0.43
C 1.7465 -0.2564 -10.7427 1.41 -0.54 -0.96 0.04
Cl -6.3227 -6.7643 -4.7588 -0.99 -0.79 0.63 -0.18
O 2.6437 -8.2238 -2.5400 -0.88 -1.32 -0.49 -0.92
H 5.2455 9.6187 3.9890 -0.08 0.38 -0.85 0.38
N -2.0461 1.0917 -3.6423 0.30 -0.72 -0.36 -0.27
H -1.8426 -0.6722 -5.8763 0.00 0.52 0.21 0.44
H -8.1822 5.0208 -5.9389 -0.28 0.22 0.29 0.44
H -2.1613 4.5413 7.4052 -0.22 0.88 -0.88 0.40
H 3.7539 -8.8005 -5.2400 0.35 0.15 0.20 0.40
C 1.2670 -9.5891 -5.0963 -0.69 1.27 -0.64 -2.03
C -2.4893 -0.3734 -3.7402 1.47 -0.42 1.14 0.16
H 8.0066 -2.0820 -4.3525 -0.46 0.26 0.06 0.46
C 10.3737 -0.0992 -2.8828 -0.47 -1.64 0.33 -1.28
O -9.1591 3.0192 -3.7529 -3.45 4.18 -2.34 -0.46
C 4.3102 6.7434 2.4746 -1.08 -1.99 1.86 1.34
H 12.0887 1.1169 -4.6007 -0.14 -0.22 0.21 0.34
H 2.6185 -5.6792 6.9201 0.19 -0.10 0.79 0.41
C -0.1339 -9.4478 -2.0271 -0.03 1.03 0.31 -1.74
H -13.3081 5.2549 -3.9053 0.34 -0.33 0.87 0.34
H -12.9055 3.1652 -2.5542 -0.05 0.53 -0.16 0.42
N -5.1778 3.3346 6.0656 -0.55 -1.58 -0.50 0.13
H 6.5806 -2.3395 5.8352 -0.17 0.25 -0.79 0.37
H -1.1504 9.2341 -3.7035 0.05 0.59 0.08 0.31
N 4.8385 7.8941 1.6728 -0.93 -2.77 -4.29 0.43
H -4.1720 4.6063 8.9920 0.02 1.54 -0.14 0.50
C -2.8939 3.7776 7.1443 0.10 -0.75 0.25 -2.02
Cl -5.6361 -8.9922 3.2201 -0.61 -1.35 -1.39 -0.18
H 5.2346 5.0173 1.4485 -0.43 0.06 -0.29 0.40
C -4.6158 -6.5052 3.6446 0.51 -0.13 1.07 -0.42
H 11.4080 2.1625 -2.1220 -0.03 -0.60 0.14 0.38
H -9.9938 -6.9623 -4.0708 0.26 -0.65 -0.39 0.28
H -2.7045 3.1940 8.0453 -0.60 -0.89 0.03 0.35
H 6.2488 -2.6345 9.2569 0.09 0.34 0.13 0.41
C 4.2595 7.0738 3.9723 1.28 2.05 1.80 -1.15